Entry from OMol25: a molecular structure, C4H6N2 (ωB97M-V/def2-TZVPD).

Geometry as XYZ:
```
12
Properties=species:S:1:pos:R:3:lowdin_charge:R:1
C -1.871 -0.353 -0.012 -0.03
C -0.474 -0.335 -0.322 -0.41
C 0.093 0.887 0.154 -0.18
N 1.474 0.530 0.270 0.04
C 1.597 -0.713 -0.288 -0.18
N 0.469 -1.259 -0.705 0.10
H -1.222 0.993 0.703 0.18
H -2.133 -0.516 1.035 0.05
H -2.609 -0.810 -0.686 0.05
H -0.085 1.807 -0.413 0.12
H 2.237 1.117 0.578 0.14
H 2.554 -1.240 -0.294 0.12
```

The calculation puts the frontier orbital gap at 9.002 eV. The energy relative to the best compared isomer or geometry (same formula, charge and spin) is 409.2 kJ/mol.


Entry from OMol25: a molecular structure, C26H24Cl5LuNOP2 (ωB97M-V/def2-TZVPD).

Geometry as XYZ:
```
60
Properties=species:S:1:pos:R:3:lowdin_charge:R:1
C -2.398 2.201 -2.546 -0.03
C -2.058 0.893 -2.175 -0.23
C -0.688 0.495 -2.445 -0.17
C 0.312 1.533 -2.272 -0.17
C -0.073 2.874 -2.402 -0.05
C -1.384 3.160 -2.716 -0.08
C 1.641 1.134 -2.086 0.05
C 1.953 -0.225 -2.005 -0.17
C 0.876 -1.179 -2.227 -0.18
C 1.069 -2.519 -1.744 -0.23
C 2.383 -3.010 -1.769 -0.03
C 3.460 -2.113 -1.882 -0.07
C 3.252 -0.737 -1.847 -0.03
H -3.457 2.486 -2.624 0.13
H 0.719 3.606 -2.367 0.12
H -1.641 4.170 -3.017 0.11
H 2.253 1.778 -1.473 0.13
H 2.587 -4.086 -1.659 0.12
H 4.492 -2.472 -1.952 0.11
H 4.035 0.001 -1.808 0.11
N -0.306 -0.770 -2.759 0.19
Lu 0.156 0.212 2.122 1.02
C -2.952 0.027 -1.352 -0.25
H -2.888 -1.013 -1.662 0.08
H -3.980 0.375 -1.429 0.09
C -0.026 -3.261 -1.046 -0.27
H -0.941 -3.188 -1.624 0.08
H 0.237 -4.317 -0.934 0.10
P -2.482 0.099 0.527 0.82
P -0.334 -2.535 0.697 0.83
C 0.935 -3.489 1.644 -0.29
H 0.815 -3.231 2.708 0.03
H 0.764 -4.568 1.503 0.05
H 1.944 -3.209 1.303 0.03
C -1.814 -3.577 1.046 -0.27
H -1.503 -4.630 1.168 0.06
H -2.277 -3.221 1.979 0.02
H -2.533 -3.490 0.212 0.04
C -3.026 1.814 0.917 -0.28
H -3.999 2.011 0.442 0.06
H -3.131 1.878 2.011 0.05
H -2.269 2.533 0.569 -0.01
C -3.929 -0.839 1.142 -0.28
H -3.804 -0.989 2.224 0.02
H -4.835 -0.244 0.949 0.06
H -3.987 -1.813 0.633 0.04
C -1.256 -0.879 3.291 -0.21
O -1.983 -1.533 3.907 0.12
H 0.780 0.862 0.668 -0.02
Cl 2.821 -0.295 2.360 0.63
C 2.676 1.505 2.236 -0.66
C 1.426 2.050 1.870 -0.39
C 1.393 3.441 1.625 -0.69
Cl -0.049 4.092 0.917 0.71
C 2.539 4.245 1.793 -0.70
Cl 2.457 5.931 1.535 0.72
C 3.771 3.669 2.187 -0.71
Cl 5.158 4.615 2.440 0.74
C 3.827 2.270 2.381 -0.72
Cl 5.274 1.476 2.817 0.72
```

As for the total charge: +1. The calculation puts the frontier orbital gap at 5.457 eV. The energy relative to the best compared isomer or geometry (same formula, charge and spin) is 12.5 kJ/mol.


no.,lowest unoccupied orbital energy (eV),maximum force (eV/A)
1,0.77,0.62
2,-4.58,7.10